[1]
This record from the OMol25 dataset describes a molecular structure, C15H34AsN9O3PS4W at a distorted geometry. The level of theory is the ωB97M-V functional and the def2-TZVPD basis.

Summary:
Total charge   +3
Maximum force   1.024 eV/Å
Relative energy (zero: lowest compared OMol25 entry of this formula, charge and spin)   2.9187 eV
HOMO (spin up / spin down)   -18.08 / -18.08 eV
Orbital gap (spin up / spin down)   6.21 / 6.20 eV
LUMO level (spin up / spin down)   -11.9 / -11.9 eV

Geometry as XYZ:
```
68
C15H34AsN9O3PS4W the ωB97M-V functional and the def2-TZVPD basis
W -0.46 -0.56 0.04
N 0.53 2.75 -0.89
C 1.25 1.95 -0.04
N 2.57 1.72 -0.03
N 2.73 0.57 0.58
N 1.56 0.14 1.06
N 0.64 1.05 0.72
C -0.56 2.09 -1.44
N -0.83 1.95 -2.73
N -1.57 0.84 -2.82
N -1.84 0.39 -1.64
N -1.26 1.19 -0.72
H 1.00 3.46 -1.44
C -0.92 -1.05 5.33
As -0.57 -1.82 3.61
C -1.56 -3.46 3.50
C 1.32 -2.11 3.53
S -1.28 -0.21 2.29
H -0.55 -1.75 6.09
H -1.99 -0.90 5.47
H -0.40 -0.10 5.42
H -1.29 -4.03 4.39
H -1.29 -4.02 2.60
H -2.62 -3.23 3.51
H 1.52 -2.84 4.32
H 1.82 -1.17 3.77
H 1.66 -2.49 2.58
C -2.16 -4.37 -4.19
C -2.39 -3.01 -3.60
C -3.76 -2.76 -3.02
O -1.33 -2.77 -2.50
P -1.36 -3.26 -1.05
S -2.36 -1.95 0.22
S 0.48 -2.82 -0.21
O -1.89 -4.68 -0.91
C -1.33 -6.02 -0.40
C -0.13 -6.38 -1.24
C -2.48 -6.98 -0.49
H -2.77 -4.45 -5.09
H -2.47 -5.16 -3.51
H -1.12 -4.51 -4.48
H -2.11 -2.22 -4.29
H -4.02 -3.52 -2.27
H -4.49 -2.85 -3.83
H -3.85 -1.76 -2.61
H -1.06 -5.81 0.64
H -0.41 -6.48 -2.29
H 0.24 -7.35 -0.90
H 0.68 -5.66 -1.14
H -2.70 -7.24 -1.52
H -3.37 -6.58 -0.01
H -2.20 -7.90 0.04
C 3.70 -2.06 -1.16
C 3.29 -1.11 -2.26
S 1.53 -1.15 -2.66
O 0.82 -0.28 -1.51
C 1.50 0.00 -4.08
C 0.68 -0.56 -5.22
H 4.79 -2.00 -1.05
H 3.45 -3.09 -1.40
H 3.27 -1.79 -0.19
H 3.73 -1.41 -3.22
H 3.55 -0.07 -2.07
H 2.55 0.17 -4.34
H 1.09 0.93 -3.68
H 1.00 -1.57 -5.50
H 0.82 0.08 -6.09
H -0.38 -0.56 -4.98
```

Results of the natural (NBO) charge analysis, in e, for atoms 1 through 8:
1 W 1.292
2 N -0.535
3 C 0.525
4 N -0.215
5 N 0.041
6 N -0.142
7 N -0.360
8 C 0.530

=====

[2]
This record from the OMol25 dataset describes 2 unconnected molecules or ions with the total composition C15H34BF5N5O8P4S at a distorted geometry. The level of theory is the ωB97M-V functional and the def2-TZVPD basis.

Summary:
Total charge   +1
Maximum force   8.357 eV/Å
Relative energy (zero: lowest compared OMol25 entry of this formula, charge and spin)   11.6872 eV
HOMO   -12.10 eV
Orbital gap   6.80 eV
LUMO level   -5.3 eV

Geometry as XYZ:
```
73
C15H34BF5N5O8P4S the ωB97M-V functional and the def2-TZVPD basis
C 0.39 -5.47 0.71
B -0.09 -4.19 -0.25
O -0.94 -4.55 -1.41
C 0.46 -2.70 0.15
C -0.85 -1.67 0.20
C -2.11 -2.23 1.09
C -3.39 -2.79 0.18
C -3.98 -1.65 -0.85
C -5.44 -2.02 -1.52
F -5.41 -3.51 -1.76
F -6.56 -1.64 -0.58
C -5.69 -1.32 -2.99
F -4.85 -0.13 -3.26
F -7.13 -0.90 -3.11
F -5.46 -2.29 -4.12
N -0.34 -0.29 0.67
P -0.01 -0.27 2.42
N -1.25 0.54 3.16
C 0.82 0.18 -0.17
N 1.21 1.52 -0.19
P 0.44 2.83 0.76
S 1.50 3.44 2.28
N 1.61 -0.70 -1.16
C 0.87 -0.52 -2.46
C 1.83 -0.14 -3.76
N 3.05 0.47 -3.42
C 1.73 -2.12 -0.70
P 3.23 -2.13 0.55
O 3.29 -3.53 1.37
O 4.78 -1.98 -0.23
O 3.15 -0.88 1.75
P 2.38 -3.31 -2.10
O 3.05 -4.65 -1.48
O 3.74 -2.59 -2.99
O 1.21 -3.66 -3.34
H -0.51 -6.17 1.00
H 1.00 -5.08 1.64
H 1.16 -6.08 0.04
H -0.90 -5.56 -1.49
H 0.79 -2.79 1.30
H -1.20 -1.56 -0.91
H -1.79 -3.02 1.93
H -2.59 -1.33 1.72
H -4.26 -2.97 0.98
H -3.19 -3.83 -0.31
H -3.23 -1.38 -1.71
H -4.12 -0.66 -0.20
H 0.10 -1.59 2.98
H 1.17 0.55 2.69
H -0.80 1.39 3.63
H 2.01 1.83 -0.82
H -0.89 2.39 1.13
H 0.24 3.94 -0.18
H 0.16 0.43 -2.34
H 0.10 -1.40 -2.70
H 1.53 -0.31 -4.89
H 3.59 0.71 -4.28
H 5.09 -1.05 -0.01
H 3.72 -0.08 1.51
H 3.54 -2.65 -3.99
H 1.22 -2.97 -4.07
C 2.31 7.46 3.02
C 1.06 7.86 2.26
C 0.13 8.70 3.13
O 0.37 6.70 1.82
H 2.06 6.84 3.89
H 2.96 6.85 2.38
H 2.87 8.33 3.36
H 1.33 8.44 1.37
H -0.20 8.13 4.01
H -0.78 8.97 2.58
H 0.62 9.61 3.48
H 0.12 6.18 2.61
```

Results of the Löwdin charge analysis, in e, for atoms 1 through 8:
1 C -0.043
2 B -0.431
3 O 0.025
4 C -0.149
5 C -0.250
6 C -0.134
7 C -0.153
8 C -0.086

=====

[3]
This record from the OMol25 dataset describes a molecular structure, C15H34N6O13Zr at a distorted geometry. The level of theory is the ωB97M-V functional and the def2-TZVPD basis.

Summary:
Total charge   0
Maximum force   6.998 eV/Å
HOMO   -8.73 eV
Orbital gap   7.00 eV
LUMO level   -1.7 eV

Geometry as XYZ:
```
69
C15H34N6O13Zr the ωB97M-V functional and the def2-TZVPD basis
Zr -1.16 3.32 0.50
N -2.89 5.22 1.44
O -3.13 4.42 0.43
O -3.80 5.91 1.69
O -1.84 5.08 2.06
N -0.60 2.31 -1.88
O 0.01 2.00 -0.78
O -0.11 2.00 -2.91
O -1.53 3.16 -1.57
N 0.94 4.89 0.57
O 0.01 5.06 -0.25
O 1.82 5.65 0.65
O 0.70 3.90 1.39
N -2.33 1.47 2.03
O -1.49 2.46 2.42
O -2.89 0.76 2.70
O -2.46 1.65 0.72
C -2.03 -1.33 -4.41
C -2.60 -0.90 -3.04
N -2.90 -2.00 -2.16
C -1.62 -2.44 -1.59
C -1.64 -3.75 -0.79
C -3.79 -1.74 -0.98
C -5.12 -0.96 -1.34
H -1.89 -0.44 -5.05
H -2.71 -2.02 -4.96
H -1.02 -1.80 -4.28
H -1.79 -0.24 -2.56
H -3.45 -0.27 -3.19
H -0.87 -2.45 -2.39
H -1.27 -1.64 -0.90
H -2.37 -3.79 -0.01
H -1.94 -4.51 -1.47
H -0.72 -4.08 -0.33
H -3.19 -1.23 -0.25
H -4.05 -2.78 -0.57
H -5.53 -1.53 -2.15
H -5.01 0.12 -1.51
H -5.84 -1.20 -0.56
C 0.60 -1.37 2.54
C 1.95 -1.41 1.82
C 1.72 -2.06 0.46
C 2.96 -1.85 -0.44
C 3.18 -0.36 -0.65
C 3.41 0.36 0.64
N 2.29 0.00 1.52
O 2.43 0.64 2.78
C 4.84 0.07 1.22
C 3.35 1.90 0.42
C 2.86 -2.14 2.82
H 0.09 -2.34 2.53
H -0.04 -0.63 2.00
H 0.70 -0.97 3.54
H 1.37 -3.10 0.57
H 0.88 -1.52 0.06
H 2.76 -2.28 -1.50
H 3.86 -2.28 0.00
H 2.29 -0.01 -1.09
H 3.97 -0.19 -1.41
H 5.12 -1.01 1.08
H 5.60 0.78 0.90
H 4.85 0.24 2.28
H 2.43 2.22 -0.08
H 3.36 2.42 1.37
H 4.15 2.17 -0.27
H 3.20 -1.42 3.57
H 3.80 -2.60 2.47
H 2.31 -2.99 3.26
H 1.84 1.42 2.87
```

Results of the natural (NBO) charge analysis, in e, for atoms 1 through 8:
1 Zr 2.274
2 N 0.729
3 O -0.567
4 O -0.311
5 O -0.458
6 N 0.741
7 O -0.541
8 O -0.237

=====

maximum force of number 2 (C15H34BF5N5O8P4S)?
8.357 eV/Å

=====

Which of these has the lowest maximum force?
C15H34AsN9O3PS4W

=====

Repeat the second record exactly.
This record from the OMol25 dataset describes 2 unconnected molecules or ions with the total composition C15H34BF5N5O8P4S at a distorted geometry. The level of theory is the ωB97M-V functional and the def2-TZVPD basis.

Summary:
Total charge   +1
Maximum force   8.357 eV/Å
Relative energy (zero: lowest compared OMol25 entry of this formula, charge and spin)   11.6872 eV
HOMO   -12.10 eV
Orbital gap   6.80 eV
LUMO level   -5.3 eV

Geometry as XYZ:
```
73
C15H34BF5N5O8P4S the ωB97M-V functional and the def2-TZVPD basis
C 0.39 -5.47 0.71
B -0.09 -4.19 -0.25
O -0.94 -4.55 -1.41
C 0.46 -2.70 0.15
C -0.85 -1.67 0.20
C -2.11 -2.23 1.09
C -3.39 -2.79 0.18
C -3.98 -1.65 -0.85
C -5.44 -2.02 -1.52
F -5.41 -3.51 -1.76
F -6.56 -1.64 -0.58
C -5.69 -1.32 -2.99
F -4.85 -0.13 -3.26
F -7.13 -0.90 -3.11
F -5.46 -2.29 -4.12
N -0.34 -0.29 0.67
P -0.01 -0.27 2.42
N -1.25 0.54 3.16
C 0.82 0.18 -0.17
N 1.21 1.52 -0.19
P 0.44 2.83 0.76
S 1.50 3.44 2.28
N 1.61 -0.70 -1.16
C 0.87 -0.52 -2.46
C 1.83 -0.14 -3.76
N 3.05 0.47 -3.42
C 1.73 -2.12 -0.70
P 3.23 -2.13 0.55
O 3.29 -3.53 1.37
O 4.78 -1.98 -0.23
O 3.15 -0.88 1.75
P 2.38 -3.31 -2.10
O 3.05 -4.65 -1.48
O 3.74 -2.59 -2.99
O 1.21 -3.66 -3.34
H -0.51 -6.17 1.00
H 1.00 -5.08 1.64
H 1.16 -6.08 0.04
H -0.90 -5.56 -1.49
H 0.79 -2.79 1.30
H -1.20 -1.56 -0.91
H -1.79 -3.02 1.93
H -2.59 -1.33 1.72
H -4.26 -2.97 0.98
H -3.19 -3.83 -0.31
H -3.23 -1.38 -1.71
H -4.12 -0.66 -0.20
H 0.10 -1.59 2.98
H 1.17 0.55 2.69
H -0.80 1.39 3.63
H 2.01 1.83 -0.82
H -0.89 2.39 1.13
H 0.24 3.94 -0.18
H 0.16 0.43 -2.34
H 0.10 -1.40 -2.70
H 1.53 -0.31 -4.89
H 3.59 0.71 -4.28
H 5.09 -1.05 -0.01
H 3.72 -0.08 1.51
H 3.54 -2.65 -3.99
H 1.22 -2.97 -4.07
C 2.31 7.46 3.02
C 1.06 7.86 2.26
C 0.13 8.70 3.13
O 0.37 6.70 1.82
H 2.06 6.84 3.89
H 2.96 6.85 2.38
H 2.87 8.33 3.36
H 1.33 8.44 1.37
H -0.20 8.13 4.01
H -0.78 8.97 2.58
H 0.62 9.61 3.48
H 0.12 6.18 2.61
```

Results of the Löwdin charge analysis, in e, for atoms 1 through 8:
1 C -0.043
2 B -0.431
3 O 0.025
4 C -0.149
5 C -0.250
6 C -0.134
7 C -0.153
8 C -0.086

=====

What is the formula in the third record?
C15H34N6O13Zr